Computed, not measured: one molecule with the formula C5H6O, with ωB97M-V/def2-TZVPD.

Element x y z (Å)
1 C -1.354 -1.602 1.103
2 C -1.771 -0.323 1.068
3 C -0.895 0.467 0.393
4 O -0.709 1.687 -0.047
5 C 0.062 0.535 -0.685
6 C 1.543 0.767 -0.581
7 H -0.310 -1.860 0.901
8 H -2.016 -2.450 1.255
9 H -0.297 0.207 -1.659
10 H 2.137 -0.068 -0.966
11 H 1.867 1.005 0.436
12 H 1.743 1.635 -1.218

Calculated values
Highest occupied orbital energy (spin up / spin down) (Eh): -0.3006 / -0.3006
SMILES string: C=C=C1O[C@H]1C
Energy relative to the best compared isomer or geometry (same formula, charge and spin) (kcal per mole): 108.9
Spin multiplicity: 1

***

Computed, not measured: a 2-piece molecular cluster, C7H13N2O4 overall, with ωB97M-V/def2-TZVPD.

Element x y z (Å)
1 C -0.596 0.348 2.319
2 C -1.283 0.673 1.219
3 C -2.638 0.071 0.884
4 N -2.669 -1.334 0.548
5 C -1.607 -1.711 -0.220
6 O -1.489 -0.920 -1.554
7 C -0.329 -0.387 -1.851
8 C -0.432 0.985 -2.480
9 O 0.769 -0.899 -1.665
10 H 0.055 1.066 2.795
11 H -0.651 -0.635 2.767
12 H -0.794 1.358 0.532
13 H -3.110 0.718 0.126
14 H -3.234 0.196 1.786
15 H -1.754 -2.748 -0.519
16 H -0.623 -1.656 0.267
17 H 0.049 1.002 -3.451
18 H -1.471 1.257 -2.621
19 H 0.009 1.712 -1.809
20 C 3.035 -0.382 0.015
21 N 3.203 0.783 0.930
22 O 2.203 1.359 1.280
23 O 4.338 1.072 1.267
24 H 1.978 -0.520 -0.195
25 H 3.588 -0.161 -0.892
26 H 3.452 -1.248 0.520

Calculated values
Highest occupied orbital energy (Eh): -0.0934
Energy relative to the best compared isomer or geometry (same formula, charge and spin) (kcal per mole): 99.9
Spin multiplicity: 1
Total charge: -1

***

Computed, not measured: C53H42AsBrClN5O5Pb as an isolated structure, with ωB97M-V/def2-TZVPD.

Element x y z (Å)
1 Pb 0.416 -1.065 1.540
2 O 1.172 -0.848 5.880
3 C 1.287 -2.107 6.351
4 C 1.420 -2.306 7.724
5 C 1.504 -3.586 8.241
6 C 1.454 -4.688 7.399
7 C 1.327 -4.493 6.033
8 C 1.253 -3.217 5.490
9 C 1.032 -3.036 3.995
10 O 0.371 -1.886 3.685
11 N 2.384 -3.075 3.327
12 N 2.514 -2.486 2.161
13 C 3.442 -2.713 1.318
14 C 3.520 -1.855 0.108
15 Br 4.763 -0.349 0.589
16 C 3.760 -2.537 -1.263
17 C 4.720 -1.909 -2.231
18 C 4.582 -0.580 -2.632
19 C 5.481 -0.017 -3.522
20 C 6.542 -0.766 -4.014
21 C 6.683 -2.087 -3.623
22 C 5.771 -2.658 -2.747
23 H 0.849 -0.975 4.941
24 H 1.442 -1.436 8.367
25 H 1.591 -3.723 9.312
26 H 1.507 -5.689 7.807
27 H 1.269 -5.350 5.370
28 H 0.488 -3.919 3.613
29 H 2.954 -3.888 3.536
30 H 4.237 -3.446 1.455
31 H 3.933 -3.608 -1.177
32 H 3.772 0.025 -2.242
33 H 5.355 1.013 -3.828
34 H 7.248 -0.315 -4.698
35 H 7.507 -2.680 -3.998
36 H 5.873 -3.697 -2.459
37 Cl 1.001 -6.192 -4.317
38 C 0.749 -5.246 -2.878
39 C -0.171 -5.652 -1.920
40 C -0.362 -4.868 -0.807
41 C 0.347 -3.662 -0.572
42 O 0.064 -3.007 0.523
43 C 1.309 -3.302 -1.548
44 C 2.271 -2.140 -1.501
45 O 2.294 -1.306 -0.314
46 C 1.472 -4.091 -2.690
47 H -0.727 -6.570 -2.055
48 H -1.075 -5.153 -0.045
49 H 2.129 -1.514 -2.387
50 H 2.195 -3.786 -3.440
51 N -0.302 2.824 -5.356
52 C -0.671 3.902 -6.126
53 C -0.933 4.051 -7.483
54 C -1.309 5.311 -7.907
55 C -1.422 6.386 -7.014
56 C -1.155 6.239 -5.668
57 C -0.769 4.976 -5.219
58 N -0.452 4.545 -3.950
59 C -0.184 3.272 -4.065
60 C 0.115 2.403 -2.932
61 C -0.099 1.029 -2.976
62 C 0.042 0.298 -1.810
63 N 0.442 0.834 -0.664
64 C 0.746 2.130 -0.647
65 C 0.572 2.958 -1.739
66 H -0.097 1.896 -5.680
67 H -0.843 3.224 -8.175
68 H -1.524 5.475 -8.954
69 H -1.720 7.353 -7.397
70 H -1.234 7.060 -4.969
71 H -0.433 0.535 -3.880
72 H -0.185 -0.765 -1.788
73 H 1.149 2.507 0.285
74 H 0.772 4.019 -1.690
75 O -2.236 -0.617 1.723
76 As -2.824 0.915 1.658
77 C -1.525 2.148 2.414
78 C -0.743 1.623 3.443
79 C 0.254 2.392 4.024
80 C 0.478 3.683 3.567
81 C -0.305 4.210 2.550
82 C -1.312 3.448 1.976
83 C -3.422 1.348 -0.136
84 C -3.583 0.268 -0.997
85 C -4.055 0.475 -2.284
86 C -4.334 1.763 -2.722
87 C -4.165 2.843 -1.868
88 C -3.732 2.635 -0.568
89 C -4.417 0.964 2.761
90 C -4.264 0.766 4.129
91 C -5.384 0.618 4.930
92 C -6.651 0.669 4.365
93 C -6.802 0.882 3.003
94 C -5.684 1.027 2.195
95 H -0.908 0.603 3.774
96 H 0.851 1.977 4.826
97 H 1.266 4.283 4.003
98 H -0.130 5.218 2.195
99 H -1.912 3.869 1.182
100 H -3.329 -0.725 -0.644
101 H -4.199 -0.367 -2.949
102 H -4.687 1.928 -3.733
103 H -4.367 3.847 -2.214
104 H -3.657 3.473 0.112
105 H -3.269 0.722 4.555
106 H -5.268 0.447 5.992
107 H -7.525 0.534 4.990
108 H -7.792 0.919 2.567
109 H -5.791 1.191 1.129

Calculated values
Highest occupied orbital energy (Eh): -0.2723
Energy relative to the best compared isomer or geometry (same formula, charge and spin) (kcal per mole): 8.8
Spin multiplicity: 1

***

Computed, not measured: one molecule with the formula C2H7NO, with ωB97M-V/def2-TZVPD.

Element x y z (Å)
1 C -0.574 0.929 -0.916
2 N 0.029 -0.380 -0.745
3 C 0.161 -0.883 0.580
4 O 1.149 -0.160 1.314
5 H 0.148 1.746 -0.860
6 H -1.315 1.065 -0.119
7 H -1.075 0.992 -1.885
8 H 0.927 -0.505 -1.192
9 H -0.798 -0.874 1.106
10 H 0.469 -1.923 0.490
11 H 0.880 -0.007 2.227

Calculated values
Highest occupied orbital energy (Eh): -0.3337
SMILES string: CNCO
Energy relative to the best compared isomer or geometry (same formula, charge and spin) (kcal per mole): 16.1
Spin multiplicity: 1

***

Computed, not measured: C25H31BBiF6N10OS4 as an isolated structure, with ωB97M-V/def2-TZVPD.

Element x y z (Å)
1 Bi -1.181 0.102 -0.238
2 C 3.761 -1.562 -1.309
3 C 3.341 -1.515 0.126
4 C 4.153 -1.752 1.251
5 C 3.297 -1.674 2.325
6 C 3.635 -1.848 3.769
7 N 2.057 -1.412 1.839
8 N 2.088 -1.303 0.487
9 B 0.749 -1.517 2.658
10 N -0.252 -2.497 2.008
11 N -0.501 -2.563 0.671
12 C -1.223 -3.652 0.473
13 C -1.722 -4.000 -0.889
14 C -1.448 -4.325 1.685
15 C -0.820 -3.555 2.638
16 C -0.784 -3.752 4.118
17 N 0.105 -0.129 2.974
18 N -0.438 0.733 2.059
19 C -0.682 1.881 2.692
20 C -1.241 3.083 2.023
21 C -0.326 1.759 4.035
22 C 0.152 0.474 4.176
23 C 0.615 -0.178 5.439
24 H 4.818 -1.821 -1.379
25 H 3.607 -0.611 -1.809
26 H 3.184 -2.312 -1.851
27 H 5.213 -1.949 1.276
28 H 4.703 -2.045 3.860
29 H 3.092 -2.680 4.220
30 H 3.409 -0.951 4.347
31 H 1.054 -1.981 3.716
32 H -1.109 -3.516 -1.649
33 H -2.752 -3.657 -1.014
34 H -1.701 -5.080 -1.046
35 H -2.012 -5.229 1.847
36 H -1.339 -4.653 4.375
37 H -1.244 -2.906 4.631
38 H 0.235 -3.852 4.492
39 H -0.839 3.200 1.021
40 H -1.000 3.968 2.613
41 H -2.325 3.013 1.928
42 H -0.424 2.505 4.806
43 H 0.459 0.513 6.267
44 H 1.671 -0.442 5.405
45 H 0.056 -1.092 5.640
46 S -3.182 -1.054 0.919
47 S -4.836 -0.250 -0.011
48 S -4.501 1.742 0.234
49 S -2.730 2.099 -0.858
50 N 0.472 0.356 -4.916
51 C 1.669 0.941 -4.580
52 C 1.778 0.807 -3.231
53 N 0.691 0.144 -2.730
54 C -0.080 -0.093 -3.752
55 C -1.372 -0.746 -3.660
56 N -2.093 -0.846 -2.568
57 C -3.234 -1.528 -2.917
58 C -3.203 -1.833 -4.240
59 N -2.006 -1.332 -4.705
60 H 0.017 0.443 -5.807
61 H 2.291 1.426 -5.309
62 H 2.558 1.168 -2.585
63 H -4.011 -1.702 -2.193
64 H -3.895 -2.355 -4.875
65 H -1.664 -1.404 -5.646
66 C 1.074 4.773 -1.658
67 C -0.250 4.154 -2.165
68 O -0.453 2.915 -1.705
69 C -1.382 5.166 -1.775
70 F -1.053 6.462 -2.037
71 F -2.543 4.937 -2.412
72 F -1.635 5.127 -0.460
73 C -0.202 4.149 -3.733
74 F -0.465 5.342 -4.324
75 F 1.031 3.801 -4.176
76 F -1.059 3.266 -4.268
77 H 0.945 5.078 -0.620
78 H 1.399 5.636 -2.243
79 H 1.828 3.991 -1.704

Calculated values
Highest occupied orbital energy (Eh): -0.1698
Spin multiplicity: 1
Total charge: -1

***

Computed, not measured: one molecule with the formula C8H15NO, with ωB97M-V/def2-TZVPD.

Element x y z (Å)
1 H -0.761 3.367 -0.834
2 N 0.158 3.039 -0.522
3 C 0.334 1.826 -0.901
4 C 1.452 1.102 -1.543
5 C 1.236 0.936 -0.094
6 C 0.453 -0.212 0.483
7 C 1.190 -1.537 0.330
8 C 0.158 0.092 1.955
9 C -1.100 -0.321 -0.436
10 C -2.066 -1.226 0.318
11 O -0.816 -0.952 -1.674
12 H 1.219 0.302 -2.233
13 H 2.274 1.733 -1.863
14 H 1.921 1.438 0.583
15 H 0.599 -2.372 0.716
16 H 1.443 -1.754 -0.710
17 H 2.139 -1.509 0.881
18 H -0.350 -0.736 2.454
19 H -0.438 1.008 2.040
20 H 1.085 0.263 2.516
21 H -1.659 0.597 -0.642
22 H -2.974 -1.387 -0.274
23 H -1.627 -2.207 0.513
24 H -2.374 -0.769 1.260
25 H -1.497 -0.719 -2.323

Calculated values
Highest occupied orbital energy (spin up / spin down) (Eh): -0.2769 / -0.2763
SMILES string: [H]/N=C1/C[C@@H]1C(C)(C)[C@H](C)O
Energy relative to the best compared isomer or geometry (same formula, charge and spin) (kcal per mole): 124.4
Spin multiplicity: 1

***

Computed, not measured: C14H34BIO4P as an isolated structure, with ωB97M-V/def2-TZVPD.

Element x y z (Å)
1 C 1.788 0.098 -1.575
2 C 0.526 0.817 -1.110
3 C 0.080 1.911 -2.102
4 P -1.495 1.556 -2.911
5 C -1.767 2.811 -4.173
6 B -1.378 -0.243 -3.793
7 C -1.518 -0.321 -5.332
8 O -1.132 -1.315 -3.018
9 C -2.836 1.633 -1.673
10 I -2.931 3.641 -0.912
11 C -4.201 1.212 -2.225
12 C -4.329 -0.299 -2.440
13 H 2.633 0.787 -1.579
14 H 2.034 -0.735 -0.918
15 H 1.679 -0.285 -2.593
16 H 0.744 1.301 -0.157
17 H -0.268 0.088 -0.931
18 H -0.043 2.881 -1.614
19 H 0.811 2.037 -2.906
20 H -1.504 3.794 -3.786
21 H -2.797 2.812 -4.525
22 H -1.114 2.576 -5.014
23 H -1.383 -1.344 -5.684
24 H -0.854 0.344 -5.888
25 H -2.537 -0.005 -5.591
26 H -1.605 -1.433 -2.194
27 H -2.549 1.037 -0.807
28 H -4.410 1.761 -3.145
29 H -4.958 1.539 -1.513
30 H -4.045 -0.610 -3.448
31 H -3.721 -0.857 -1.724
32 H -5.360 -0.619 -2.298
33 C 5.425 -0.885 3.526
34 O 4.070 -1.275 3.548
35 C 3.801 -2.182 4.602
36 C 2.312 -2.392 4.755
37 O 1.661 -1.360 5.482
38 C 1.401 -0.161 4.779
39 C 0.182 -0.232 3.886
40 O 0.499 -0.875 2.660
41 C -0.639 -1.157 1.895
42 H 6.088 -1.750 3.407
43 H 5.561 -0.217 2.679
44 H 5.703 -0.359 4.446
45 H 4.211 -1.798 5.546
46 H 4.280 -3.149 4.390
47 H 2.159 -3.297 5.344
48 H 1.854 -2.536 3.773
49 H 2.270 0.159 4.200
50 H 1.201 0.589 5.547
51 H -0.176 0.788 3.682
52 H -0.616 -0.781 4.401
53 H -1.324 -1.843 2.406
54 H -0.293 -1.626 0.973
55 H -1.187 -0.233 1.651

Calculated values
Highest occupied orbital energy (Eh): -0.4083
Spin multiplicity: 1
Total charge: +1

***

Computed, not measured: C21H16CeClN2O7S as an isolated structure, with ωB97M-V/def2-TZVPD.

Element x y z (Å)
1 Ce 1.918 0.604 -0.832
2 S 4.631 1.322 -1.106
3 C 3.963 2.910 -1.079
4 C 4.747 4.076 -1.052
5 C 4.122 5.299 -1.012
6 C 2.727 5.361 -0.981
7 C 2.016 4.181 -1.011
8 N 2.599 2.975 -1.077
9 H 5.821 3.978 -1.063
10 H 4.706 6.205 -0.996
11 H 2.211 6.305 -0.940
12 H 0.931 4.165 -0.970
13 O -0.120 -0.130 -1.393
14 C -0.652 0.805 -0.741
15 O 0.034 1.588 -0.030
16 C -2.134 1.005 -0.835
17 C -2.977 -0.101 -0.857
18 C -4.345 0.076 -0.916
19 C -4.858 1.366 -0.985
20 C -4.025 2.477 -0.985
21 C -2.659 2.294 -0.904
22 N -6.288 1.563 -1.086
23 O -6.691 2.704 -1.147
24 O -6.992 0.578 -1.113
25 H -2.550 -1.091 -0.824
26 H -5.021 -0.766 -0.908
27 H -4.458 3.464 -1.042
28 H -1.995 3.144 -0.909
29 C -1.005 -4.411 0.071
30 C -0.436 -3.781 1.304
31 C -1.207 -3.530 2.426
32 C -0.637 -2.948 3.551
33 Cl -1.618 -2.650 4.947
34 C 0.702 -2.603 3.566
35 C 1.481 -2.850 2.449
36 C 0.927 -3.439 1.321
37 O 1.618 -3.774 0.187
38 C 2.877 -3.200 -0.069
39 C 2.677 -1.708 -0.368
40 O 2.505 -0.900 0.589
41 O 2.624 -1.342 -1.565
42 H -2.069 -4.601 0.189
43 H -0.493 -5.350 -0.136
44 H -0.835 -3.754 -0.782
45 H -2.259 -3.779 2.425
46 H 1.140 -2.139 4.437
47 H 2.525 -2.578 2.479
48 H 3.234 -3.684 -0.981
49 H 3.587 -3.336 0.756

Calculated values
Highest occupied orbital energy (spin up / spin down) (Eh): -0.2920 / -0.2927
Energy relative to the best compared isomer or geometry (same formula, charge and spin) (kcal per mole): 32.0
Spin multiplicity: 2

***

Computed, not measured: one molecule with the formula C21H24O4, with ωB97M-V/def2-TZVPD.

Element x y z (Å)
1 C 0.447 1.098 1.717
2 C 0.959 -0.314 1.845
3 C 1.633 -1.002 0.814
4 C 2.013 -0.298 -0.463
5 C 0.886 -0.445 -1.483
6 C 0.592 0.459 -2.479
7 C 1.495 1.659 -2.792
8 C -0.584 0.151 -3.383
9 C -2.009 0.245 -2.805
10 C -2.551 1.672 -2.664
11 C -2.143 2.449 -1.438
12 C -2.939 1.979 -0.217
13 C -2.354 3.946 -1.670
14 O -1.376 4.697 -1.579
15 O -3.638 4.383 -1.845
16 C 1.958 -2.411 0.986
17 O 2.242 -3.044 -0.010
18 C 1.890 -3.056 2.315
19 C 2.356 -4.377 2.586
20 C 2.263 -4.899 3.852
21 C 1.705 -4.174 4.871
22 C 1.226 -2.870 4.627
23 C 1.314 -2.305 3.370
24 C 0.745 -0.959 3.136
25 O 0.153 -0.361 4.017
26 H 0.996 1.739 2.430
27 H -0.646 1.113 1.994
28 H 0.485 1.510 0.705
29 H 2.971 -0.707 -0.843
30 H 2.230 0.737 -0.257
31 H 0.258 -1.345 -1.395
32 H 2.482 1.582 -2.353
33 H 1.645 1.813 -3.877
34 H 1.049 2.538 -2.377
35 H -0.448 -0.893 -3.726
36 H -0.558 0.804 -4.269
37 H -2.696 -0.306 -3.480
38 H -2.035 -0.314 -1.858
39 H -3.612 1.634 -2.735
40 H -2.275 2.301 -3.531
41 H -1.097 2.347 -1.243
42 H -2.613 2.583 0.635
43 H -2.722 0.942 0.037
44 H -4.021 2.063 -0.408
45 H -3.533 5.335 -1.932
46 H 2.771 -4.909 1.749
47 H 2.642 -5.915 4.061
48 H 1.660 -4.568 5.902
49 H 0.786 -2.311 5.469

Calculated values
Highest occupied orbital energy (Eh): -0.3245
SMILES string: CC1=C(C/C=C(\C)CCC[C@H](C)C(=O)O)C(=O)c2ccccc2C1=O
Energy relative to the best compared isomer or geometry (same formula, charge and spin) (kcal per mole): 7.6
Spin multiplicity: 1

***

DFT total energy values (in eV) by entry order: -7324.5632 -18635.6902 -221981.7654 -5724.5446 -109546.0150 -12072.1376 -41319.4344 -75636.9361 -30356.1393.